# C37H27BrIN5O3SSr

A structure of composition C37H27BrIN5O3SSr (ωB97M-V/def2-TZVPD, OMol25).

- Energy relative to the best compared isomer or geometry (same formula, charge and spin): 0.000 eV
- Gap between HOMO and LUMO: 7.469 eV
- HOMO level: -0.2772 Eh

The geometry in XYZ format:
```
76
Properties=species:S:1:pos:R:3:forces:R:3
H 5.5776 3.9198 -1.7998 0.00 -0.01 -0.01
H 3.3062 6.0709 2.2582 -0.01 0.00 0.00
C -3.3314 0.4403 0.7217 0.02 0.02 0.00
H 4.2857 3.9534 -0.5897 0.02 -0.02 0.00
H 4.4985 4.1157 3.1697 0.00 -0.01 0.00
C -0.7976 0.2841 -6.0058 -0.01 -0.02 0.05
C 1.9634 1.1307 0.6447 -0.06 -0.03 0.01
H -0.5615 -7.6239 1.9461 0.00 0.00 0.00
C -5.4883 0.5997 -0.3329 0.01 0.00 -0.02
C -1.0100 -0.1337 4.1498 -0.01 0.01 0.02
H -5.4050 1.1955 -2.3924 -0.01 0.00 0.00
C -1.4789 -0.4721 -3.8670 0.01 0.00 0.07
H -5.0531 -0.4582 4.1154 -0.01 0.00 0.00
H -1.6809 -5.4844 2.5927 0.00 0.00 0.00
C 0.1864 -5.8130 -0.8256 -0.01 0.01 0.05
C -0.4332 -4.6445 -0.4289 0.01 -0.04 0.10
C 5.2057 3.4508 -0.8893 -0.01 0.01 0.04
H 5.9419 3.5913 -0.0989 0.00 0.01 0.00
H -6.4210 -0.1049 2.0988 0.00 0.00 0.01
C -4.5943 -0.2015 3.1687 -0.01 0.00 -0.01
C -3.4581 1.0409 -1.4869 0.01 0.00 -0.01
C 0.0677 1.1663 -5.3877 0.01 0.02 0.00
C 0.1306 -6.8822 0.0590 0.00 -0.02 0.03
N 3.1421 1.5695 -2.9266 -0.02 -0.03 0.00
H -2.0630 -1.1335 -3.2386 0.00 0.00 -0.02
N -2.7129 0.7721 -0.4347 0.01 -0.04 0.02
H -6.5677 0.5200 -0.2867 0.00 0.00 0.00
H -2.2599 -1.2716 -5.6956 0.00 0.00 0.00
N -1.4323 -2.3368 -0.1160 -0.11 0.10 -0.19
O 0.6186 -2.3969 -1.4705 -0.01 -0.01 -0.04
C -1.1578 -5.5879 1.6515 0.00 0.05 -0.02
H -2.8373 -0.4965 5.2029 0.00 0.00 0.00
H 5.8710 1.4448 -1.4141 0.01 0.01 0.01
H 0.6068 -7.8172 -0.2055 0.00 0.00 0.01
C 1.9980 4.8849 1.0135 0.02 0.03 0.03
C 3.9372 1.7133 -2.1108 -0.02 0.07 -0.05
H 2.5162 -0.9271 0.9114 -0.02 0.00 0.00
C -2.5269 0.2193 1.9085 0.00 0.04 -0.05
S -0.6446 -3.1150 -1.2703 0.10 0.19 -0.12
C 4.0578 1.5587 2.5671 -0.01 -0.03 0.00
C -3.1680 -0.0745 3.1183 0.02 0.00 0.02
C -0.5332 -6.7708 1.2806 0.03 -0.02 -0.04
C -4.8558 0.9679 -1.4897 0.00 0.01 0.02
N -1.1850 0.3236 1.8066 -0.05 -0.04 0.02
H 0.7105 1.8234 -5.9545 0.00 0.00 0.00
I 0.0634 3.4812 -0.7498 0.10 -0.13 0.08
C 3.0408 5.0686 1.9473 0.00 0.00 -0.01
C 3.3568 2.6722 2.0393 0.04 0.04 0.05
C 3.6989 3.9866 2.4491 -0.03 -0.01 -0.03
N -0.6578 0.3815 -3.2446 0.05 -0.03 -0.11
C -5.3427 -0.0108 2.0663 0.00 -0.01 0.01
C 2.3136 2.4460 1.0931 0.01 -0.03 -0.05
H 0.6920 -5.8939 -1.7780 0.00 0.01 -0.01
C -1.5883 -0.5579 -5.2420 0.00 0.00 -0.04
H 4.8431 1.7338 3.2936 0.00 -0.01 0.00
C -1.0988 -4.5196 0.7746 -0.01 -0.03 -0.03
C -4.7278 0.3358 0.8175 -0.01 0.01 0.00
H -0.3587 -0.2620 5.0028 0.00 0.00 0.00
H 0.7845 1.8392 -3.4875 0.01 0.00 0.01
H -2.9282 1.3284 -2.3876 0.00 -0.01 0.00
C 4.9605 1.9558 -1.0962 -0.02 -0.02 -0.02
C 1.6616 3.6223 0.6200 -0.05 0.04 -0.04
C -1.6965 -3.1404 0.9542 0.01 0.00 0.20
C 0.1018 1.1770 -4.0027 -0.02 0.01 -0.02
O -2.2954 -2.8104 1.9624 0.03 -0.06 -0.07
C -2.3680 -0.2567 4.2565 0.01 0.00 -0.02
H 0.6117 0.2628 2.7720 0.00 -0.01 0.01
C 2.7085 0.1081 1.2050 0.01 -0.03 -0.07
C 3.7380 0.2963 2.1589 0.02 0.06 -0.01
H 1.4708 5.7438 0.6216 0.00 0.00 0.00
H 4.6215 1.4857 -0.1731 0.00 -0.02 0.04
Br -0.8976 0.2160 -7.8864 0.00 0.00 -0.03
C -0.4602 0.1574 2.8954 -0.01 0.01 -0.03
O -1.4035 -3.3219 -2.4785 -0.02 -0.05 0.08
H 4.2739 -0.5572 2.5593 0.00 -0.01 0.00
Sr -0.0824 0.0215 -0.6291 -0.03 0.04 0.17
```
Positions in Å, forces in eV/Å.

Mulliken population analysis, charges in e, atoms 1 to 4:
1 H 0.396
2 H 0.384
3 C -0.368
4 H 0.127


# C37H27Cl2FLuN4O2P

A structure of composition C37H27Cl2FLuN4O2P at a distorted geometry (ωB97M-V/def2-TZVPD, OMol25).

- Energy relative to the best compared isomer or geometry (same formula, charge and spin): 0.274 eV
- Gap between HOMO and LUMO: 7.084 eV
- HOMO level: -0.2766 Eh

The geometry in XYZ format:
```
75
Properties=species:S:1:pos:R:3:forces:R:3
C -2.7193 -1.3902 -2.4475 -0.09 -0.05 0.08
C 0.8355 -4.7520 1.0796 0.05 -0.08 0.11
H -0.4228 -2.8234 -2.0035 -0.03 -0.03 -0.05
C 2.1242 -1.0300 -2.2303 0.24 0.09 -0.01
C 2.7728 -2.0364 -2.9269 0.01 -0.02 -0.07
C -1.5362 2.1539 1.0164 0.13 0.10 -0.15
C -4.2172 0.4226 -0.1010 0.27 0.13 0.09
C -2.8596 -2.1919 -3.5674 0.04 -0.03 -0.02
C -1.1982 2.2213 -1.3694 -0.06 0.09 -0.29
C -1.6618 1.8157 3.4813 0.08 0.03 0.01
C -3.3310 -3.4909 -3.4256 0.00 0.01 -0.04
C -3.6820 -3.9682 -2.1720 0.00 -0.05 0.00
H -4.3232 0.1361 2.5317 0.02 -0.01 0.01
C -0.5426 1.5594 -2.4507 -0.24 0.32 -0.03
H -2.5859 -1.8096 -4.5427 -0.01 0.01 0.02
C -1.7651 2.9301 -4.0200 -0.11 0.11 0.14
C -0.8285 1.9431 -3.7578 0.08 -0.15 0.04
C 0.5248 -5.4026 -0.0960 -0.02 0.12 -0.02
H -5.1271 -0.1569 0.0529 0.00 -0.01 -0.02
H -4.6590 -0.9084 4.7287 -0.01 0.00 -0.02
C -3.5554 -3.1606 -1.0492 -0.02 -0.03 0.03
Cl -2.0855 3.3645 -5.6631 0.01 -0.03 -0.06
H -2.6598 3.6973 -0.8588 -0.02 0.02 0.01
C 0.1986 -0.1491 3.3491 0.16 -0.19 -0.08
O 1.0809 -0.1869 -4.1794 -0.01 -0.02 0.00
H 0.9088 -2.8903 2.0801 0.00 -0.05 0.02
C 3.7517 -2.7751 -2.2877 -0.06 0.08 0.10
H 0.9477 -0.9272 3.2592 -0.04 -0.02 0.00
C 0.0756 -4.7154 -1.2035 0.02 -0.06 -0.09
C 4.0890 -2.4426 -0.9835 0.03 -0.04 -0.10
N 2.4021 -0.7488 -0.9450 -0.30 -0.03 -0.20
C -1.3053 1.1609 4.6443 0.06 -0.10 -0.05
N -0.8368 1.8098 -0.0720 -0.10 0.32 0.03
H -0.1566 -5.2510 -2.1159 0.00 -0.01 0.02
C 0.2082 -2.5960 0.0558 -0.16 -0.58 0.09
H -0.0488 -0.3963 5.4567 0.02 -0.01 -0.02
H -3.4312 -4.1270 -4.2957 0.01 -0.01 0.01
N 0.3589 0.5493 -2.0936 -0.21 0.13 -0.13
H -2.4042 -4.3200 3.4699 -0.01 0.00 -0.03
C -2.8239 -3.3430 3.2636 0.01 -0.03 0.06
N -0.1400 0.4754 2.2166 -0.20 0.20 -0.15
C -0.3543 0.1517 4.5770 -0.05 0.08 0.04
P -2.7660 -0.6685 0.1690 -0.65 -0.71 -0.22
H -2.3559 -0.3724 -2.5588 0.06 0.01 -0.05
H -0.3193 1.4534 -4.5721 -0.02 0.00 -0.02
H -1.7654 1.4214 5.5885 0.01 0.01 0.00
H 2.4924 -2.2166 -3.9549 -0.02 0.04 0.01
H 3.6181 -1.1522 0.6635 -0.04 -0.05 0.02
C -3.5507 -2.6778 4.2424 -0.02 -0.02 -0.04
C 1.1027 -0.1635 -2.9566 0.06 0.02 -0.03
C -2.6285 -2.7595 2.0225 -0.02 0.03 0.02
C -3.0604 -1.8711 -1.1796 0.00 0.14 0.00
C -1.0618 1.4510 2.2839 -0.09 0.11 0.19
H -3.7105 -3.1409 5.2079 0.02 0.02 0.01
H -4.1892 1.2906 0.5550 -0.02 0.02 -0.02
H -2.3980 2.6056 3.4551 -0.01 -0.01 -0.01
F 0.6675 -6.7454 -0.1633 0.01 -0.06 0.00
Cl -3.6384 4.7513 -3.2730 -0.05 0.08 0.03
H -2.0625 -3.2827 1.2641 0.10 0.01 0.05
H -4.0505 -4.9809 -2.0664 -0.02 0.02 0.02
C 0.6725 -3.3730 1.1329 -0.08 0.20 -0.07
C -2.1463 3.1992 -1.6631 0.07 -0.02 0.11
C -0.0680 -3.3356 -1.1121 0.05 0.12 0.18
C -4.0875 -1.4287 3.9697 -0.02 0.00 0.09
C -2.4345 3.5470 -2.9739 0.13 -0.12 -0.15
C 3.3892 -1.4276 -0.3597 -0.06 -0.05 0.20
Lu 0.0577 -0.2485 -0.0924 1.01 -0.13 0.61
H 1.1916 -5.3191 1.9313 0.00 -0.01 -0.02
H -3.8348 -3.5448 -0.0756 -0.02 0.01 -0.08
H 4.8709 -2.9719 -0.4574 -0.02 0.03 0.04
C -3.8977 -0.8407 2.7275 0.01 0.00 -0.06
O -2.5100 2.8967 1.1317 0.04 0.07 0.04
H 4.2476 -3.5916 -2.7955 0.03 0.02 -0.01
H -4.1777 0.7781 -1.1301 0.00 0.03 0.00
C -3.1669 -1.5016 1.7410 0.09 -0.03 -0.07
```
Positions in Å, forces in eV/Å.

Mulliken population analysis, charges in e, atoms 1 to 4:
1 C -0.516
2 C -0.628
3 H 0.340
4 C 0.442


# C37H27F6N10O13RbS3

A structure of composition C37H27F6N10O13RbS3 at a distorted geometry (ωB97M-V/def2-TZVPD, OMol25).

- Energy relative to the best compared isomer or geometry (same formula, charge and spin): 1.358 eV
- Net charge: -2
- Gap between HOMO and LUMO: 4.823 eV
- HOMO level: -0.0539 Eh

The geometry in XYZ format:
```
97
Properties=species:S:1:pos:R:3:forces:R:3
H -2.4445 0.0418 -3.3170 0.00 0.00 0.00
N 4.5067 1.4795 2.3706 -0.20 -0.45 0.09
H -1.1957 1.9654 1.4669 0.00 0.02 0.12
H -4.3120 -0.9656 4.7202 -0.03 0.00 -0.04
H 0.1043 1.1329 5.1312 -0.02 -0.02 -0.03
N 0.7011 -2.0536 1.7729 0.00 0.00 -0.07
C -0.9620 1.7644 -5.2865 -0.07 -0.06 -0.33
O -2.3751 1.8988 -7.0916 -0.02 0.03 -0.08
O 3.7497 -0.2540 0.7207 1.00 -0.08 -0.31
S 3.5937 0.7516 3.4678 0.08 -0.18 -0.24
H 1.1523 6.4377 -0.9469 0.00 0.01 0.00
C -2.8336 -0.2412 6.0355 0.04 0.02 -0.04
H -4.5439 -1.2589 -3.5703 0.00 0.01 0.00
C -0.8707 0.6596 4.9849 0.23 0.06 -0.19
H -5.7122 -2.1022 -1.5637 0.00 0.01 0.01
N 1.2604 -4.1787 -1.0527 0.12 -0.02 -0.10
N -2.6057 -0.1240 1.1851 -0.03 0.03 -0.06
C 2.3051 -3.8150 1.5786 0.07 -0.03 0.07
H -3.4188 -0.4759 6.9188 0.00 0.00 0.00
H -4.7930 -1.7737 3.1111 0.00 -0.04 0.01
F 5.0302 2.0210 5.2662 0.02 0.01 0.01
O 1.6160 3.5452 2.0988 0.00 0.37 0.06
O 4.1705 -0.4533 4.0050 -0.01 0.13 -0.03
H -0.2815 -2.9851 -5.1665 -0.01 -0.01 0.02
C -1.8381 2.4869 -4.4933 -0.06 0.06 -0.11
O 0.0327 2.5951 -1.3828 -0.07 0.00 -0.08
C 4.7426 2.1286 -0.1622 -0.01 0.09 0.22
C -4.3470 -1.3906 2.2077 0.12 0.05 0.11
C -2.4783 -0.0035 -1.1935 -0.02 -0.07 0.08
S 0.2925 -1.8094 -2.6223 0.10 0.05 0.12
H 2.1238 -2.6522 4.7455 0.00 -0.01 -0.01
F 2.9785 1.6007 5.8161 0.01 0.06 0.05
O 6.1624 0.2720 0.8704 -0.02 -0.06 0.03
C -4.8093 -1.5070 -1.4697 0.01 0.00 0.05
S 4.8018 0.6924 1.0329 0.17 -0.04 0.29
C 0.2600 1.3383 -4.7840 -0.04 -0.04 -0.07
H -0.3664 2.5616 2.7268 -0.14 -0.05 0.07
C 0.5918 1.6253 -3.4936 0.35 -0.13 0.27
F 3.4266 3.2026 4.4248 -0.02 0.02 0.07
C -2.9758 -0.2889 -2.4329 -0.06 -0.04 -0.05
C 0.6082 -6.0836 -4.1446 -0.01 0.02 -0.02
F 3.5850 2.8064 -0.1779 0.46 -0.09 -0.01
H 2.8674 -4.4975 0.9537 0.01 0.01 0.00
O -3.6459 3.5976 -2.8995 -0.05 0.26 -0.16
C -3.1413 -0.4547 -0.0231 0.18 0.11 -0.02
N -1.0432 2.8174 2.0123 0.08 0.37 -0.18
O 2.1330 1.0765 -1.8652 0.19 -0.25 -0.56
O -0.5652 0.7509 -7.3066 0.03 0.02 -0.10
C 0.9594 -5.7791 -2.8332 0.00 -0.02 -0.02
H -0.2980 6.2005 0.0599 0.00 0.00 0.00
C -1.5028 2.7878 -3.2041 -0.25 0.43 0.23
C 2.5898 -3.7183 2.9356 0.01 -0.02 -0.06
N 1.9099 1.1209 -3.0566 -0.51 0.33 -0.05
C 0.8754 4.0850 1.2962 -0.13 0.22 0.22
H 0.4235 -1.1999 3.6014 0.01 -0.02 0.00
C 0.5326 5.6993 -0.4433 0.00 0.03 0.03
H 0.9458 0.7775 -5.4007 0.00 0.01 0.00
C 0.0738 -3.7755 -4.5143 -0.03 0.02 -0.04
H -5.8021 -2.3110 0.9596 0.01 0.00 0.00
H -1.5475 0.5320 -1.0614 0.00 0.10 0.03
H -2.7903 2.8084 -4.8859 -0.01 0.01 0.00
H -0.9424 3.9927 0.3409 0.03 0.08 0.00
H 1.4574 -4.9607 -0.4541 -0.06 0.00 0.01
Rb 1.6347 1.2006 0.7264 -2.23 -0.28 -0.44
C 3.7718 1.9852 4.8110 0.01 0.13 -0.02
N -2.5130 3.5631 -2.4539 0.28 -0.97 0.21
C -4.3084 -1.2273 -0.1781 -0.09 -0.06 0.00
C -4.9073 -1.6981 1.0155 -0.04 -0.02 -0.10
C -3.1648 -0.5690 2.2881 -0.08 -0.10 0.08
F 4.9969 1.7086 -1.3973 0.05 -0.05 -0.01
H 1.3028 -6.5604 -2.1635 0.00 0.01 -0.01
C -4.1623 -1.0420 -2.5801 0.07 0.04 0.00
O -2.1906 4.0649 -1.3946 -0.07 0.34 -0.13
O 1.3860 5.0601 0.4978 -0.08 -0.07 -0.07
C 0.1691 -5.0807 -4.9902 0.02 -0.01 0.04
C -1.5820 0.3606 6.1382 -0.11 -0.05 0.03
N -0.4479 3.8386 1.2058 0.00 -0.25 -0.05
C -0.2629 2.3649 -2.5542 0.19 -0.05 -0.15
O 2.7027 0.7824 -3.9158 0.10 -0.03 -0.03
N 0.6002 -1.9041 -0.9593 0.03 0.06 -0.29
H 0.1399 4.9906 -1.1713 0.02 -0.01 0.00
H -1.1785 0.5931 7.1216 0.04 0.02 -0.03
C 0.9725 -1.9706 3.0692 -0.03 0.01 -0.04
C -3.3234 -0.5256 4.7729 0.12 0.11 0.07
H 0.6793 -7.1061 -4.4930 0.00 0.01 -0.01
H -0.1063 -5.3029 -6.0128 0.00 0.00 0.00
C -2.5674 -0.2241 3.6237 -0.13 -0.01 -0.38
C 1.3518 -2.9573 1.0480 0.01 0.08 -0.16
C 1.9125 -2.7874 3.6938 -0.03 0.04 0.05
C 1.0305 -2.9668 -0.4181 -0.06 -0.04 0.23
H 3.3525 -4.3476 3.3778 0.00 0.01 0.00
F 5.7030 2.9814 0.2080 0.02 0.09 -0.13
C 0.8837 -4.4766 -2.3671 -0.01 0.01 0.09
C -1.2901 0.3883 3.6550 -0.15 -0.09 0.57
O 2.1877 0.7336 3.1496 0.72 -0.11 1.02
C 0.4296 -3.4645 -3.2134 -0.03 -0.06 0.01
N -1.3239 1.4542 -6.6581 0.04 -0.04 0.43
```
Positions in Å, forces in eV/Å.

Mulliken population analysis, charges in e, atoms 1 to 4:
1 H 0.408
2 N -0.485
3 H -0.086
4 H 0.203